122
Properties=species:S:1:pos:R:3:forces:R:3:lowdin_charge:R:1 method="wB97M-V/def2-TZVPD" homo_ev=-8.12 gap_ev=8.31 lumo_ev=0.189 spin_multiplicity=1 smiles="COCCNCCOC.COCCNCCOC.COCCNCCOC.COCCNCCOC.NC(N)=O.NC(N)=O.OCCO" total_charge=0
C -9.2604 -1.0084 -5.2816 0.07 -1.44 1.05 -0.0649
O -8.6031 -2.0502 -4.4982 -0.22 1.73 -1.71 -0.2188
C -9.2694 -2.4637 -3.3338 -1.68 2.36 -0.67 -0.2794
C -8.2768 -3.3570 -2.7549 0.01 -1.16 1.28 -0.2384
N -7.1948 -2.5171 -2.2878 0.17 0.28 -0.13 -0.0540
C -6.1929 -3.1161 -1.4573 -1.44 -2.32 1.35 -0.2384
C -4.9534 -2.3126 -1.3405 0.72 1.17 0.10 -0.2713
O -4.3469 -2.3173 -2.5870 1.32 0.69 -2.36 -0.1930
C -3.2528 -1.3808 -2.9180 -0.86 -2.69 1.60 -0.0317
H -9.4835 -0.1132 -4.6825 -0.35 -0.43 0.11 0.0874
H -10.1376 -1.5145 -5.7255 0.06 0.83 0.04 0.0913
H -8.5760 -0.6675 -6.0397 0.30 -0.27 -0.39 0.0724
H -10.2993 -2.8148 -3.5473 0.53 -0.67 -0.13 0.1266
H -9.4674 -1.5669 -2.6892 0.42 -0.61 -0.12 0.1333
H -8.0503 -4.1310 -3.5119 0.42 0.20 0.20 0.1340
H -8.7371 -3.8823 -1.9272 0.10 -0.19 0.53 0.1202
H -6.7457 -2.1144 -3.0846 0.20 0.30 -0.55 0.1008
H -5.9823 -4.1772 -1.8237 0.25 1.05 0.54 0.1393
H -6.6481 -3.2193 -0.4194 0.64 -0.06 -0.96 0.1369
H -4.2743 -2.7005 -0.5797 -0.03 -0.20 0.26 0.1218
H -5.1875 -1.2689 -1.0927 -0.25 0.00 0.35 0.1217
H -2.3342 -1.8540 -2.5973 0.44 0.12 0.54 0.0801
H -3.3746 -0.4312 -2.4724 -0.30 1.11 0.46 0.0489
H -3.1439 -1.3353 -3.9632 -0.50 0.20 -1.40 0.0680
C 4.1682 1.5435 4.1491 -1.48 0.24 0.49 -0.1040
O 4.1143 1.6540 2.7493 0.33 -0.24 -0.26 -0.1988
C 3.1755 2.5838 2.2269 0.77 -0.01 -0.68 -0.1919
C 3.1574 2.5612 0.6987 -1.09 -0.65 0.60 -0.2284
N 2.3618 3.6937 0.3035 0.04 0.64 -2.08 -0.0517
C 2.0533 3.5936 -1.1503 -2.06 1.34 0.61 -0.1892
C 1.6335 5.0238 -1.6299 1.52 -0.91 0.26 -0.1716
O 2.7754 5.9155 -1.6579 -0.53 -0.13 -0.31 -0.1881
C 3.6091 5.7922 -2.7884 -0.30 -0.37 -0.44 -0.1238
H 4.8795 0.8283 4.5250 0.10 -0.94 -0.65 0.0834
H 3.1528 1.3469 4.5575 0.48 -0.23 -0.14 0.0817
H 4.5078 2.4165 4.6655 0.13 1.34 -0.06 0.0735
H 3.4574 3.6142 2.4576 -0.12 0.04 0.73 0.1256
H 2.1392 2.3557 2.4908 0.11 0.11 0.61 0.1257
H 2.5306 1.7079 0.4195 0.44 -0.36 -0.23 0.1084
H 4.1010 2.5159 0.1674 0.51 -0.07 0.25 0.1077
H 2.9013 4.5582 0.3228 0.18 -0.13 0.58 0.1071
H 1.1733 2.9556 -1.3046 -0.04 -0.03 0.23 0.0955
H 2.7965 3.1424 -1.7862 0.95 0.04 -0.14 0.1008
H 0.9560 5.4514 -0.9007 -0.12 0.02 0.11 0.1148
H 1.1286 4.9524 -2.5874 0.05 0.21 -0.38 0.1121
H 4.3444 6.5722 -2.8363 0.13 0.66 0.44 0.0808
H 3.0959 5.7994 -3.7487 -0.65 0.28 -0.04 0.0843
H 4.1646 4.8764 -2.8313 0.39 -0.89 0.44 0.0682
C -4.3909 0.4023 2.6208 -0.71 -1.44 1.18 -0.1031
O -3.3596 0.6631 3.5456 -0.67 -0.21 -0.82 -0.1692
C -2.4227 1.5431 3.0119 1.71 0.40 -0.04 -0.2310
C -1.3258 1.5748 4.0882 -1.89 0.60 -0.35 -0.2088
N -0.5699 0.3973 4.1246 0.60 -1.74 -1.49 -0.0770
C 0.2384 0.1430 5.2602 0.24 1.02 0.16 -0.2145
C 1.0693 -1.0860 4.9888 -1.64 -0.06 1.19 -0.1998
O 0.1696 -2.1922 4.8000 0.29 1.35 1.07 -0.1787
C 0.8695 -3.2245 4.2319 -0.20 -1.59 -0.63 -0.1462
H -5.2222 0.1042 3.2487 -0.57 0.25 0.00 0.0868
H -4.2447 -0.4989 2.0198 0.68 0.06 -0.34 0.0828
H -4.6637 1.2294 2.0030 -0.06 0.80 -0.34 0.0647
H -2.8306 2.5533 2.8221 -0.06 -0.31 0.32 0.1252
H -2.0165 1.1905 2.0441 -0.06 -0.12 0.32 0.1057
H -1.9449 1.6703 4.9837 0.16 0.52 0.62 0.1203
H -0.7099 2.4404 3.9468 0.53 0.57 0.08 0.1136
H -1.1088 -0.4476 4.0019 -0.60 0.20 -0.33 0.1144
H -0.3901 0.1868 6.1547 0.25 -0.71 0.57 0.1264
H 0.9012 0.9917 5.3505 0.61 0.32 0.25 0.1039
H 1.8017 -1.2598 5.7808 -0.05 -0.33 0.11 0.1280
H 1.5621 -0.9363 4.0667 0.87 0.34 -1.13 0.0898
H 1.7712 -3.4883 4.8050 -0.05 0.01 -0.09 0.0915
H 1.1519 -2.9515 3.2019 0.15 -0.30 0.08 0.0739
H 0.1900 -4.1019 4.2198 0.51 0.37 -0.16 0.1028
C 7.2675 1.4276 1.2964 1.04 1.66 -0.65 -0.1486
O 6.8318 0.1634 0.9341 -1.21 0.18 -0.50 -0.1902
C 5.6973 0.2306 0.0362 1.81 -1.40 0.22 -0.1933
C 5.5398 -1.2046 -0.4877 -1.11 2.03 -0.81 -0.1826
N 4.8751 -1.9419 0.5834 0.11 0.91 -1.21 -0.0518
C 5.0697 -3.3520 0.5677 -1.75 -0.40 0.18 -0.1997
C 4.0457 -3.9619 -0.3711 -0.64 -0.18 -0.12 -0.2170
O 4.2898 -3.4544 -1.6641 0.40 0.05 -0.08 -0.2181
C 3.3709 -3.8819 -2.6399 -0.08 -0.58 0.49 -0.0993
H 8.0736 1.2763 2.0027 0.14 0.10 0.31 0.0777
H 6.5062 2.1128 1.7564 0.34 -0.78 -0.44 0.0905
H 7.7543 1.9583 0.3936 -0.82 -0.52 1.08 0.1090
H 5.8555 0.9857 -0.7365 0.28 -0.12 -0.22 0.1196
H 4.8166 0.5034 0.5822 -0.56 0.16 0.42 0.0825
H 6.4597 -1.6453 -0.8821 0.16 0.05 0.40 0.1285
H 4.9012 -1.0322 -1.3707 -0.13 -0.75 0.22 0.1095
H 5.2590 -1.5580 1.4148 0.22 0.24 0.97 0.1010
H 4.7941 -3.6516 1.5696 0.19 -0.64 0.32 0.1243
H 6.0658 -3.6611 0.3325 0.84 -0.31 -0.24 0.1171
H 3.0091 -3.5926 -0.1000 1.00 -0.85 0.13 0.1073
H 4.1050 -5.0773 -0.3418 -0.21 0.56 -0.10 0.1353
H 3.6124 -4.9190 -2.9276 -0.04 0.29 -0.32 0.0898
H 3.4473 -3.1799 -3.4751 -0.15 -0.33 0.05 0.0887
H 2.3513 -3.9186 -2.2209 0.11 0.34 -0.25 0.0888
C -2.8812 2.6960 -0.0201 -0.07 1.09 -1.60 -0.6851
O -3.8531 3.2108 0.4826 -0.65 0.32 0.93 0.0176
N -3.0062 1.4496 -0.5762 0.29 -1.25 0.31 0.1638
N -1.7347 3.4805 -0.3034 -2.09 1.34 0.56 0.1556
H -3.8038 0.9599 -0.1412 0.86 0.33 -0.60 0.0956
H -2.2433 0.8573 -0.9551 -0.48 1.00 0.61 0.0709
H -1.7938 4.4191 0.1829 -0.08 -1.80 -0.72 0.1290
H -0.9360 3.0029 -0.0443 2.34 -1.04 0.41 0.0248
C 0.1455 0.4780 -3.2382 2.10 -0.75 1.78 -0.7073
O -0.4072 0.6516 -2.1582 -0.63 0.08 0.55 -0.0010
N 1.3152 -0.1933 -3.2965 0.74 -0.09 -0.36 0.1862
N -0.3592 0.9273 -4.3652 -1.67 2.17 -3.39 0.1610
H 1.7959 -0.4117 -4.1584 -0.28 0.17 0.23 0.1070
H 1.7914 -0.3515 -2.4216 -0.07 -0.38 0.14 0.0762
H 0.1690 1.3844 -5.1492 -0.46 -1.14 1.46 0.1409
H -1.2322 1.4120 -4.1639 0.26 -0.08 -0.32 0.1196
C 1.0329 -1.8686 0.2189 -2.26 1.77 1.55 -0.2423
C 0.6732 -0.6714 1.1468 0.18 -0.79 1.81 -0.2504
O -0.0546 0.3704 0.5821 -0.40 0.55 -0.83 -0.0905
O 2.0082 -1.3749 -0.6064 1.36 -0.07 -1.98 -0.0917
H 0.1026 -2.1613 -0.2940 0.49 0.02 -0.39 0.1321
H 1.3699 -2.7054 0.7967 0.21 -0.57 0.52 0.0877
H 1.6556 -0.2764 1.5080 -0.41 -0.31 0.03 0.1143
H 0.0590 -0.9334 2.0527 0.78 -0.17 -0.79 0.1109
H 0.2066 0.5610 -0.3351 -0.01 -0.35 0.03 0.0354
H 2.8712 -1.5825 -0.2139 0.25 0.19 0.06 0.0544


119
Properties=species:S:1:pos:R:3:forces:R:3:lowdin_charge:R:1 method="wB97M-V/def2-TZVPD" homo_ev=-4.73 de_lowest_kcal_mol=402.9 gap_ev=6.80 lumo_ev=2.074 spin_multiplicity=1 total_charge=-1
C 0.6858 -0.8956 1.0053 10.26 8.64 -5.91 -0.2109
O 1.3689 -0.3260 2.1402 1.56 0.66 -0.05 -0.3622
H 1.1123 -1.7154 0.7821 2.76 -6.13 -2.57 -0.0016
H 0.4807 -0.1453 0.1632 0.58 -1.08 0.41 0.0873
H 0.0078 -0.9318 1.5086 -15.60 -2.45 8.12 -0.0924
C -3.2606 -0.1740 0.3004 -9.63 -0.30 3.99 -0.1827
O -3.4488 1.1125 0.8630 1.75 0.48 -0.09 -0.1998
H -2.4166 -0.2915 -0.1624 4.70 -0.97 -2.96 -0.0249
H -4.3301 -0.3685 -0.3089 3.24 0.27 0.83 0.1347
H -3.4444 -0.8446 1.2197 0.95 -0.02 -1.61 0.0903
H -2.5666 1.2577 1.3361 -0.99 0.75 -0.25 0.0376
C 2.8087 0.4050 5.0744 -1.59 -1.24 4.23 -0.2842
O 2.7017 1.0966 3.9810 0.25 3.80 -3.54 -0.1134
H 3.2995 0.9516 5.8919 0.86 0.18 -0.47 0.0722
H 3.2961 -0.5245 4.8981 0.34 -1.24 0.45 0.0545
H 1.8180 0.2949 5.6282 0.46 -0.76 -0.79 0.0902
H 2.3824 0.6525 3.1751 -0.48 -0.74 -0.01 0.0278
C 0.3135 -3.2792 3.7377 -3.20 0.89 -0.60 -0.1376
O 0.9376 -2.0969 4.3051 -2.76 -7.65 5.98 -0.0580
H 0.2769 -4.1201 4.3917 0.83 -0.47 0.89 0.0517
H 0.4977 -3.6809 2.7205 1.35 0.76 0.43 0.0449
H -0.8449 -3.1735 3.5654 1.54 0.62 0.56 0.0946
H 1.1273 -1.6105 3.6340 2.15 6.03 -7.32 -0.0983
C 3.8931 -3.9724 5.0788 7.23 1.79 -0.07 -0.0289
O 4.6557 -3.0746 4.1966 -0.79 -1.17 1.16 -0.1468
C 4.0879 -2.9150 2.9509 -1.17 -2.18 -3.37 -0.2868
C 4.6890 -1.7434 2.2042 -3.68 2.92 2.40 -0.1955
N 3.9238 -1.3612 1.0396 2.95 -1.32 -2.57 -0.0632
C 4.4712 -0.2173 0.2978 -3.72 1.63 1.17 -0.1685
C 3.6994 0.0250 -1.0476 4.35 -4.39 0.20 -0.2710
O 4.0744 1.0538 -1.8354 0.25 2.70 -0.89 -0.1499
C 3.7923 2.2786 -1.1361 1.69 -0.55 0.06 -0.0667
H 4.5616 -4.1712 5.9490 -0.01 -0.61 -1.02 0.1122
H 3.4569 -4.7558 4.6609 -1.16 -3.85 -2.36 0.0355
H 3.1962 -3.5030 5.5337 -5.17 3.94 2.58 0.0084
H 2.9863 -2.7140 2.8921 0.62 -0.01 0.88 0.1066
H 4.1205 -3.9144 2.2774 0.46 1.57 1.34 0.1343
H 5.7317 -1.7136 2.0500 1.16 -0.18 -0.16 0.1033
H 4.3092 -0.9032 2.9489 1.90 -0.97 -0.58 0.1438
H 2.9487 -1.4294 1.1484 -1.04 0.81 0.52 0.0414
H 5.4612 -0.3174 0.0495 2.61 -0.63 -0.24 0.0822
H 4.3521 0.7296 0.9239 0.30 -0.91 -0.44 0.1261
H 2.7453 0.0313 -0.7987 -4.91 0.30 0.96 0.0460
H 3.8899 -0.9242 -1.6372 -0.33 0.89 0.44 0.1452
H 2.8248 2.2610 -0.7035 -1.09 0.01 0.47 0.0696
H 3.9332 3.1793 -1.7019 -0.10 0.05 -1.03 0.0807
H 4.5500 2.3388 -0.3651 -0.12 0.28 0.58 0.0789
C 2.7600 -6.8972 1.9160 -1.45 9.44 -1.81 -0.0439
O 1.9254 -6.7351 0.7264 1.37 -1.21 -1.41 -0.1897
C 1.4566 -5.4471 0.4382 -2.11 1.05 4.99 -0.1562
C -0.1674 -5.4434 0.6982 2.22 5.16 5.33 -0.2188
N -0.9101 -4.3137 0.1981 -0.37 -1.86 -0.55 -0.0839
C -1.1115 -4.5279 -1.2559 -1.08 3.23 1.22 -0.1358
C -2.1056 -3.3584 -1.7043 0.55 1.97 2.52 -0.2457
O -2.5490 -3.4714 -2.9779 1.01 -2.00 -0.46 -0.2088
C -3.2428 -2.4352 -3.5036 1.15 0.65 -4.15 -0.1522
H 3.0002 -7.7756 1.9194 2.80 -9.96 -0.41 -0.0249
H 2.0564 -6.8295 2.6917 -0.38 1.03 1.81 0.0829
H 3.7808 -6.3095 1.9961 -2.43 -0.41 -0.26 0.1386
H 1.4550 -4.9207 -0.5020 1.34 -0.70 -0.89 0.0966
H 2.0221 -4.9136 1.2648 -1.08 0.95 -1.41 0.1017
H -0.6580 -5.6162 1.7549 2.12 0.67 -0.74 0.1480
H -0.4538 -6.2933 0.4040 -2.36 -6.50 -3.73 0.0120
H -0.3757 -3.5301 0.4868 0.22 1.40 -0.40 0.0687
H -1.6261 -5.5150 -1.2556 0.82 0.64 -1.01 0.1357
H -0.1134 -4.3076 -1.6895 -0.85 -1.13 -0.92 0.1155
H -1.6073 -2.2784 -1.6274 -0.31 -2.08 0.28 0.1429
H -3.0197 -3.2557 -1.0153 1.28 -0.54 -0.36 0.1355
H -2.6508 -1.4916 -3.7771 -0.47 -0.85 1.32 0.0972
H -4.1886 -2.2381 -3.0635 -0.88 0.34 0.60 0.0752
H -3.3188 -2.8622 -4.5396 -1.11 0.82 0.50 0.1042
C 0.4829 4.6165 -1.3281 0.31 0.84 -0.15 -0.1271
O 0.6081 4.1895 0.0569 0.21 -0.64 -1.39 -0.2410
C -0.1563 2.9747 0.3584 4.16 -0.74 1.52 -0.1513
C -0.2306 2.9067 1.9559 -0.16 1.42 -3.84 -0.1528
N -1.0110 1.7567 2.2450 -4.31 2.02 1.61 -0.0820
C -1.2968 1.7268 3.6509 0.84 -7.37 -0.59 -0.1634
C -2.2214 0.4442 3.8947 -0.26 1.03 0.41 -0.1336
O -2.3111 0.2635 5.3548 -0.78 0.52 -1.38 -0.1802
C -3.0216 -0.9268 5.6160 -2.83 3.47 -2.15 -0.1237
H -0.6669 4.8007 -1.5883 2.54 -0.12 0.36 0.1095
H 0.9551 3.9519 -2.0963 -0.91 -0.36 0.86 0.0689
H 1.2114 5.5134 -1.4948 -1.91 -0.89 0.83 0.1011
H 0.4297 1.9105 0.0663 -1.50 2.91 0.20 0.1515
H -1.0181 3.1623 -0.2010 -2.07 -0.69 -0.34 0.0681
H -0.4927 3.9967 2.2865 -0.11 -2.47 0.08 0.1670
H 0.6805 2.5344 2.2951 2.61 0.94 0.55 0.0895
H -0.5728 0.9082 2.1614 2.60 -2.06 -1.19 0.0424
H -1.6618 2.5367 3.9952 -3.48 5.78 1.94 0.0468
H -0.4460 1.5946 4.3210 0.76 -0.44 -0.34 0.1291
H -1.7088 -0.4714 3.4604 -0.54 0.95 0.32 0.1256
H -3.2857 0.5928 3.3679 2.11 -0.40 1.33 0.1474
H -4.0294 -0.9705 5.0885 1.10 0.03 0.73 0.1204
H -3.0590 -1.2331 6.5797 -0.83 0.55 3.79 0.0520
H -2.4301 -1.6537 5.3510 2.99 -4.45 -2.87 0.0153
C -1.2207 1.3135 -2.5279 -2.66 3.21 -0.97 -0.0405
O -0.9585 2.6078 -3.2359 -1.84 -1.61 -0.93 -0.2187
C -2.1874 3.1320 -3.8427 0.24 -0.63 1.86 -0.2548
C -1.8935 4.2705 -4.7667 0.86 0.73 1.60 -0.2123
N -3.0828 4.6026 -5.6372 0.84 0.59 1.05 -0.0581
C -2.6139 5.3772 -6.7716 2.32 -0.74 -0.26 -0.2378
C -3.7689 6.0355 -7.4717 5.47 -5.19 -5.83 -0.2817
O -3.2225 6.9471 -8.3317 -0.20 0.70 -1.37 -0.1549
C -4.1772 7.2937 -9.3372 0.51 2.83 4.13 -0.0693
H -1.4683 0.4744 -3.1644 -0.86 0.19 -0.43 0.0696
H -1.8735 1.5156 -1.6397 0.14 -0.49 -0.98 0.0953
H -0.3104 1.1020 -2.2079 4.14 -1.04 1.90 0.0167
H -2.7196 3.5398 -2.9928 -0.64 0.12 0.36 0.1072
H -2.8694 2.3978 -4.2534 0.37 -0.63 -0.49 0.1129
H -0.9114 3.9813 -5.2605 -1.48 0.68 -0.29 0.1408
H -1.6185 5.0675 -3.9519 -0.29 -0.48 -2.11 0.1387
H -3.7011 5.3026 -5.1486 0.92 -1.34 -0.04 0.1314
H -1.8958 4.7860 -7.4340 -1.56 0.13 0.41 0.1402
H -1.8363 6.0955 -6.4042 -0.99 0.50 -0.30 0.1237
H -4.3741 6.3241 -6.8497 -6.08 4.67 7.21 0.0235
H -4.5118 5.3383 -7.9567 1.31 -0.33 -0.46 0.1528
H -4.3677 6.5178 -9.9507 -1.42 -2.99 -1.64 0.0495
H -3.6668 7.9785 -9.9354 0.49 1.66 -0.93 0.0680
H -5.0126 7.7807 -8.7340 0.35 -0.67 -1.57 0.1270